No. 1
Formula: C54H88F3N3O10
Source: the OMol25 dataset
Level of theory: ωB97M-V/def2-TZVPD

```
158
Properties=species:S:1:pos:R:3:mulliken_charge:R:1
F 8.18157 -3.55796 -0.92137 -0.311
F 6.13077 -3.54600 -0.13601 -0.239
F 7.91582 -3.08377 1.21426 -0.196
O -4.74026 -3.52956 -0.47306 -0.427
O 4.04183 -0.13705 -4.02670 -0.376
O 12.55169 -1.29123 0.97656 -0.565
O -7.15340 4.42055 2.09641 -0.592
O -8.46721 -3.60924 -2.80458 -0.518
O 0.53567 -1.77564 2.68472 -0.584
O 5.63371 -2.30058 2.74600 -0.468
O 7.28732 -1.59662 -0.43626 -0.289
O 4.31805 4.28020 -4.12489 -0.604
O -9.23479 4.45526 -2.06579 -0.519
N 4.44620 -0.10956 -0.02615 -0.077
N 2.66529 1.32133 -1.69163 0.127
N 3.39116 -1.79120 2.27452 -0.734
C 4.69036 -1.63055 1.93838 0.777
C 5.24091 -0.80368 0.82603 0.201
C -3.04833 5.09345 3.62965 -0.587
C 0.00263 -3.01972 2.19343 -1.253
C 5.02711 3.56281 -4.79949 0.878
C -7.55555 3.38509 1.60631 0.909
C 4.16183 -1.27442 -4.43188 0.795
C 3.70518 3.14461 -0.17290 -0.331
C -7.73325 5.26814 -3.71709 -1.134
C 2.77041 2.77371 -1.40429 0.291
C -9.64191 -3.64637 -2.50266 0.762
C -7.82616 2.17019 2.45651 -0.958
C 10.75406 -2.80484 0.62913 -0.734
C 1.12639 -1.03589 1.64071 -0.163
C -4.20212 -0.94822 1.25529 -0.701
C -1.18372 4.44825 2.05267 -0.005
C -2.39845 -2.10586 2.80827 -1.112
C 2.83015 3.34739 1.14169 -0.782
C 7.35132 -2.90171 -0.01508 0.845
C -5.04488 -5.28708 -2.04258 -1.204
C 6.62732 -2.09466 5.06655 -0.662
C -5.01635 -3.84349 -1.61299 0.846
C -9.87446 6.52596 -3.03854 -1.146
C -2.11738 4.14907 0.94635 0.149
C 2.61427 -1.03130 1.40570 0.154
C 0.69660 0.55030 -0.34652 0.548
C 6.25776 -1.44689 7.61335 -1.118
C -10.08143 -3.60856 -1.06232 -1.024
C -1.49411 2.02475 -0.27706 -0.559
C -1.56829 3.61153 -0.43800 -0.587
C 5.76633 -1.43163 3.92164 -0.179
C 4.21809 -1.58013 -5.90673 -1.275
C 6.79415 -0.69367 0.58058 -0.991
C 2.13419 0.55959 -0.59706 -1.194
C -3.56805 4.33851 1.20284 -0.512
C -2.02842 -4.45399 1.72964 -1.538
C -0.36289 1.34971 -1.16194 -0.671
C -5.34424 -2.80777 -2.65371 -0.913
C 0.20308 -0.26638 0.81204 0.616
C 12.15876 -2.29870 0.42793 0.658
C -10.71837 -3.73211 -3.55315 -1.112
C 4.26040 -2.43689 -3.47895 -0.794
C -1.60748 4.91236 3.37353 -0.541
C -7.80331 3.26338 0.12604 -1.112
C -4.82752 -1.51682 3.65602 -1.667
C 13.05710 -3.09560 -0.48377 -1.102
C -8.97324 5.33118 -2.86285 0.863
C -3.99620 4.80879 2.54083 -0.310
C 6.51435 3.48846 -4.56835 -1.186
C -1.53339 -2.94213 1.79417 1.369
C 5.78593 -2.35513 6.40740 -0.412
C 4.45435 2.71133 -5.90038 -0.740
C -3.92787 -2.00562 2.42778 1.270
C 3.09784 -0.21796 0.27385 0.832
H 5.92641 -1.95583 8.56765 0.322
H -4.40276 -0.59048 4.13492 0.332
H 5.16929 -2.05651 -6.15172 0.345
H -0.88895 -0.27219 1.03659 -0.207
H -7.60463 2.40159 3.49899 0.338
H 4.89311 2.99271 -6.86037 0.444
H 7.46155 -1.36674 5.29951 0.301
H -9.20369 -3.54689 -0.41805 0.228
H -4.31448 -5.45351 -2.83685 0.364
H 3.50871 3.26517 2.03034 0.330
H -11.37202 -2.86024 -3.48792 0.334
H -6.35773 -2.96554 -3.02560 0.224
H -10.70694 -2.73122 -0.88720 0.329
H -4.78947 -5.92218 -1.19334 0.295
H 0.04851 -3.74548 3.06328 0.364
H -10.25819 -3.75143 -4.54146 0.282
H 10.22370 -2.13581 1.30634 0.229
H -4.37844 -2.98609 2.10960 0.064
H -7.18068 4.35695 -3.48538 0.271
H 4.56561 2.44316 -0.02467 0.025
H 0.15434 2.18539 -1.71274 0.403
H 6.79864 2.46807 -4.30337 0.268
H -3.34470 5.46156 4.63862 0.351
H -2.36111 -2.54389 3.85227 0.427
H -4.62656 -2.86468 -3.47510 0.368
H 1.95120 2.64713 1.19926 0.024
H 4.68874 -2.14908 6.22577 0.290
H -10.72520 6.43925 -2.36216 0.294
H 4.13568 -0.65139 -6.47251 0.263
H -1.98680 -1.05962 2.87470 0.185
H -10.63263 -4.51845 -0.81750 0.329
H 13.18215 -4.10690 -0.09202 0.313
H -11.29764 -4.64746 -3.41824 0.337
H 3.37604 2.86545 -5.95050 0.294
H -8.00928 5.25145 -4.77314 0.388
H -6.04573 -5.55084 -2.38997 0.283
H 4.64854 1.65823 -5.69001 -0.096
H -0.08304 4.29604 1.89038 0.091
H 6.94510 0.34634 0.16687 0.349
H -7.09388 6.12818 -3.50898 0.323
H 10.77763 -3.80321 1.07018 0.348
H 7.04705 3.80641 -5.46670 0.373
H -3.27082 -0.68986 0.68011 -0.080
H 7.38346 -0.71690 1.53890 0.350
H -4.90948 -1.46200 0.54138 0.141
H 4.16447 4.14850 -0.43170 0.431
H 3.54364 0.94281 -2.04682 0.394
H -7.16312 2.48446 -0.29467 0.320
H 7.38145 -1.41730 7.65692 0.330
H 4.20595 -2.06925 -2.45310 -0.074
H 3.38818 -2.23308 -6.18306 0.354
H -4.34361 4.12504 0.42021 0.373
H -4.90433 -2.35925 4.39934 0.407
H -5.28574 -1.81436 -2.20632 0.195
H -9.32943 7.44142 -2.80058 0.337
H -1.38537 1.83529 0.82571 0.542
H 12.63056 -3.13139 -1.48812 0.310
H -8.85197 3.02908 -0.05806 0.485
H 5.81941 -0.41487 7.57985 0.268
H 5.21361 -2.95126 -3.61649 0.356
H 6.21340 -0.46529 3.52452 0.222
H -4.74564 -0.03415 1.63174 0.178
H 6.78604 4.15227 -3.74686 0.320
H -0.87353 5.12122 4.19721 0.345
H 7.06454 -3.04412 4.66259 0.303
H 3.26406 3.24382 -2.31406 -0.171
H -7.56762 4.20879 -0.35802 0.162
H 3.43217 -3.12783 -3.64799 0.383
H 2.39414 4.39233 1.09938 0.318
H -7.18786 1.34354 2.13782 0.062
H -5.87235 -1.32040 3.28975 0.396
H -1.64057 -2.46242 0.77504 -0.033
H -2.50921 1.61146 -0.56060 0.179
H 5.89822 -3.45948 6.61938 0.332
H 14.03541 -2.61679 -0.53574 0.312
H 10.22798 -2.82726 -0.32433 0.229
H -2.29240 3.93471 -1.23209 0.441
H 0.63040 -3.48514 1.37390 0.334
H -8.87742 1.88661 2.37621 0.362
H 4.75585 -1.15983 4.35318 0.249
H -1.48520 -5.00950 0.90499 0.401
H -0.55025 4.08450 -0.54557 0.165
H -1.82815 -4.99203 2.69406 0.340
H 1.77785 3.28442 -1.29870 -0.173
H -10.24504 6.56474 -4.06473 0.336
H -0.83538 0.70653 -1.95523 0.375
H -5.09446 4.95872 2.78402 0.389
H -3.12210 -4.54653 1.50991 0.305
```

Calculated values
HOMO level in Eh: -0.275
Molar mass in g/mol: 996.3
HOMO-LUMO gap in eV: 7.095
Lowest unoccupied orbital energy in eV: -0.4
SMILES: CCCCOc1nc2c(OC[C@@H](C)CC(C)C)cc(CCCc3ccccc3)c(NCCC)c2nc1COC(F)(F)F.CC(C)=O.CC(C)=O.CC(C)=O.CC(C)=O.CC(C)=O.CC(C)=O.CC(C)=O

No. 2
Formula: C26H66NO12P4S2
Source: the OMol25 dataset
Level of theory: ωB97M-V/def2-TZVPD

```
111
Properties=species:S:1:pos:R:3:mulliken_charge:R:1
S -2.83680 -6.29475 1.85166 -0.138
S -3.03057 -3.52438 2.83744 -0.159
P 2.35505 -2.65527 -4.70399 1.167
P 0.99712 1.31718 0.60092 1.239
P -2.07739 8.08083 2.13910 1.092
P 2.37044 -5.88524 0.15152 -0.162
O 1.51958 1.92841 -0.84807 -0.309
O -2.35144 6.52916 2.63183 -0.382
O 2.79661 -1.32635 -3.82092 -0.264
O -0.49848 2.00371 0.30867 -0.414
O 2.36805 0.89482 1.06902 -0.813
O -0.45985 7.99820 2.41145 -0.232
O 3.53765 -2.61610 -5.86351 -0.310
O 0.44442 -0.14742 0.10240 -0.167
O 1.37582 -1.64613 -5.61099 -0.461
O -2.14105 7.62026 0.55692 -0.398
O -2.26426 9.55620 1.91832 -0.788
O 3.02972 -3.61309 -3.75097 -0.743
N -3.95171 -5.71951 4.20786 0.084
C -3.32373 -5.12151 3.10063 -0.056
C -2.04866 5.35659 1.86562 -0.228
C 1.55917 -0.24166 -5.76493 0.219
C -1.82962 -5.19338 5.55370 -0.895
C 2.76016 0.13849 -6.60292 -1.056
C -1.77103 -5.36800 0.70437 -0.730
C 3.80730 1.87229 -1.60200 -0.813
C -0.57169 5.07389 1.72451 0.031
C -3.01037 -6.14421 5.26166 -0.677
C -2.25927 9.14964 -1.30023 -1.149
C 3.70956 -3.75545 -6.69696 -0.370
C -1.15931 -0.84970 1.80988 -0.748
C 0.13968 -1.14811 1.08133 0.181
C 2.72832 2.68600 -0.91579 -0.721
C -1.03022 2.30255 -0.98268 0.017
C -0.24330 7.73036 4.82175 -0.945
C -4.87565 -3.81060 5.67227 -0.926
C -3.03840 8.26869 -0.34522 -0.386
C -1.40899 1.08289 -1.79310 -0.839
C 2.60846 -3.85740 -7.73821 -0.974
C 4.09833 -1.42232 -1.78692 -1.794
C -0.31316 -5.36371 1.26543 -0.143
C 0.06431 8.58056 3.60238 -0.364
C 0.72308 -4.89282 0.21827 -0.558
C 2.71003 -1.35916 -2.38613 0.608
C -5.13011 -4.98562 4.69867 -0.640
H -1.09470 -5.16210 4.73480 0.218
H -0.32428 9.59524 3.72800 0.293
H -2.13789 -4.35127 0.50159 0.271
H 2.10156 -2.19747 -2.04550 0.483
H 0.96725 -1.24543 1.78863 0.353
H 3.69213 -0.05222 -6.07163 0.248
H 0.22288 -4.86714 -0.77238 0.325
H -2.00792 0.39036 -1.20181 0.187
H -3.79137 8.84545 0.19274 0.371
H -1.41068 -1.67507 2.47801 0.046
H -1.62946 9.85655 -0.76019 0.285
H 2.81764 -5.12815 1.34190 -0.044
H 3.75434 -4.66364 -6.08878 0.275
H 0.05253 -2.09371 0.54602 -0.352
H -1.59659 8.54248 -1.91989 0.294
H -0.30082 -4.74431 2.18229 -0.047
H 0.09947 6.70601 4.67539 0.198
H 2.51854 3.58829 -1.49739 0.352
H -2.55471 -7.08918 4.90816 0.300
H 1.63764 -4.02639 -7.26443 0.291
H -0.37012 2.96492 -1.54033 0.209
H 4.75893 2.40818 -1.60242 0.394
H -4.51929 -2.90300 5.16930 0.212
H -3.56178 7.48907 -0.90458 0.340
H -5.86254 -3.53613 6.09939 0.399
H -5.68740 -4.65658 3.80780 0.390
H -0.09114 5.78798 1.05482 0.284
H 0.65809 0.10972 -6.27703 0.358
H 2.92273 -4.89709 -0.77855 -0.317
H 2.53073 -2.93248 -8.31091 0.191
H -0.42183 4.07633 1.30837 -0.299
H -1.78210 -5.88951 -0.26825 0.533
H 2.78389 -0.42949 -7.53360 0.198
H 2.72421 1.20392 -6.84248 0.431
H 2.20993 -0.44027 -2.06664 -0.447
H 3.94757 0.90884 -1.11189 0.009
H -1.97776 -0.70479 1.10348 0.255
H 1.56710 0.26526 -4.80189 -0.063
H 1.89669 -6.94230 1.06353 0.000
H 3.52492 1.66403 -2.63645 0.225
H -2.50549 4.53058 2.41609 0.342
H -1.93790 2.88321 -0.79011 0.317
H 1.14402 8.65563 3.46812 0.302
H -2.12212 -4.16633 5.80993 0.259
H -0.13439 -6.39841 1.61715 0.534
H -1.07734 0.06870 2.40219 0.264
H -1.98513 1.38478 -2.67076 0.472
H 0.24097 8.14110 5.70922 0.402
H 4.67556 -3.64242 -7.19215 0.311
H -1.32019 7.68714 5.00645 0.267
H -2.93312 9.70702 -1.95407 0.383
H -1.28203 -5.58294 6.43355 0.362
H -0.52713 0.54652 -2.14217 -0.034
H -2.54699 5.37496 0.89812 0.181
H 2.80343 -4.68294 -8.42544 0.406
H -3.56705 -6.42127 6.17066 0.433
H 3.64885 -6.61130 0.07261 0.110
H 4.04842 -1.51783 -0.70085 0.314
H 3.05098 3.00507 0.07618 0.461
H -5.77817 -5.70618 5.23217 0.366
H 1.79237 -6.69278 -0.95588 -0.058
H 4.65886 -0.51572 -2.03315 0.584
H 4.66319 -2.26411 -2.18685 0.420
H 0.96890 -3.83803 0.46836 -0.378
H -0.06630 5.13088 2.68971 0.173
H -4.25642 -4.07909 6.53968 0.271
```

Calculated values
HOMO level in Eh: -0.112
Molar mass in g/mol: 772.8
HOMO-LUMO gap in eV: 3.580
Total charge: -1
Lowest unoccupied orbital energy in eV: 0.5